The following is a DFT calculation (ωB97M-V/def2-TZVPD) of a structure of composition C32H38IN9NiSb.

Results
LUMO level (alpha / beta) (eV): -7.2 / -7.6
Gap between HOMO and LUMO (alpha / beta) (eV): 8.31 / 7.93
Net charge: +3
Multiplicity: 3

Each line ends with the Mulliken spin population.
Element x y z (Å)
Ni -0.308 -0.211 0.379  1.711
C 0.996 -3.481 0.884  0.002
C 1.382 -2.499 1.967  0.000
C 2.180 -2.981 2.999  0.002
C 2.570 -2.157 4.032  -0.002
C 2.134 -0.838 4.013  0.002
C 1.327 -0.398 2.973  0.008
N 0.948 -1.211 1.939  0.032
Sb 0.676 1.622 3.228  0.007
C 1.273 2.290 1.272  0.009
C 1.950 3.501 1.320  0.002
C 2.374 4.107 0.144  -0.002
C 2.063 3.489 -1.044  0.001
C 1.360 2.288 -1.056  -0.008
C 0.973 1.777 -2.431  0.009
N 0.992 1.653 0.090  0.030
C -1.388 1.302 2.775  0.004
C -2.213 1.876 3.729  0.003
C -3.593 1.780 3.582  -0.004
C -4.080 1.119 2.480  0.002
C -3.223 0.556 1.536  -0.002
C -3.884 -0.114 0.355  0.004
N -1.869 0.636 1.674  0.063
H 1.832 -4.157 0.683  0.000
H 0.697 -2.983 -0.029  0.001
H 0.165 -4.107 1.222  0.000
H 2.489 -4.022 2.975  0.000
H 3.190 -2.531 4.838  0.000
H 2.411 -0.159 4.809  0.000
H 2.142 3.975 2.274  0.000
H 2.913 5.049 0.158  0.000
H 2.334 3.943 -1.992  0.000
H 0.366 2.536 -2.932  0.000
H 0.379 0.870 -2.425  -0.002
H 1.866 1.640 -3.049  0.000
H -1.789 2.394 4.579  0.001
H -4.266 2.212 4.315  0.000
H -5.150 1.022 2.327  0.001
H -4.776 -0.644 0.693  0.000
H -3.240 -0.810 -0.156  0.000
H -4.213 0.648 -0.359  0.000
I -3.606 -4.692 2.951  0.001
C -2.641 -3.636 1.482  0.002
C -2.531 -3.947 0.152  -0.002
N -1.804 -2.960 -0.421  0.000
N -1.442 -2.012 0.465  0.039
C -1.947 -2.429 1.625  -0.003
H -2.914 -4.787 -0.417  0.000
H -1.570 -2.881 -1.389  0.001
H -1.802 -1.851 2.528  0.002
N 4.314 -1.919 -2.361  0.000
C 4.357 -1.015 -1.144  0.000
C 3.131 -1.290 -0.290  0.003
N 1.861 -1.117 -1.019  0.039
C 1.842 -1.921 -2.249  0.000
C 3.044 -1.692 -3.157  -0.001
H 4.349 -2.890 -2.053  0.000
H 5.135 -1.780 -2.945  0.000
H 4.370 0.008 -1.515  0.000
H 5.282 -1.206 -0.605  0.000
H 3.152 -0.627 0.573  -0.001
H 3.179 -2.316 0.088  0.001
H 1.773 -0.142 -1.254  -0.006
H 0.945 -1.704 -2.828  0.003
H 1.803 -2.979 -1.967  -0.001
H 3.082 -0.668 -3.517  0.000
H 3.046 -2.367 -4.010  0.000
N -2.427 0.733 -3.207  0.001
C -1.794 -0.067 -2.330  -0.001
N -1.411 0.572 -1.250  0.061
C -1.833 1.902 -1.430  -0.005
C -1.726 3.025 -0.601  -0.004
C -2.236 4.215 -1.071  -0.001
C -2.851 4.311 -2.338  0.001
C -2.986 3.210 -3.152  -0.001
C -2.472 2.011 -2.659  -0.005
H -2.832 0.445 -4.082  0.000
H -1.662 -1.124 -2.520  0.000
H -1.280 2.962 0.383  0.003
H -2.176 5.101 -0.449  0.000
H -3.235 5.269 -2.671  0.000
H -3.479 3.272 -4.116  0.000

Atoms 1-2, force components in eV/Å:
-0.4469 0.0168 0.0271
0.1004 0.0220 0.1601

=====

The following is a DFT calculation (ωB97M-V/def2-TZVPD) of a structure of composition C10H13NPSSr.

Results
LUMO level (alpha / beta) (eV): 2.3 / 2.3
Gap between HOMO and LUMO (alpha / beta) (eV): 3.70 / 3.70
Net charge: -1
Relative energy (zero: lowest compared OMol25 entry of this formula, charge and spin) (kJ/mol): 36.3

Each line ends with the Löwdin charge.
Element x y z (Å)
C 0.244 -0.108 -3.666  -0.251
C -0.881 -0.911 -4.017  -0.221
C -0.610 -2.253 -3.606  -0.209
C 0.711 -2.308 -3.087  -0.218
C 1.230 -0.978 -3.077  -0.254
Sr 0.571 0.771 0.198  0.748
P -0.767 3.142 -1.124  0.542
H 0.367 0.963 -3.840  0.040
H -1.801 -0.552 -4.489  0.052
H -1.293 -3.099 -3.699  0.057
H 2.232 -0.672 -2.762  0.047
H 1.240 -3.194 -2.742  0.062
H -1.809 3.606 -0.228  -0.147
H -1.282 3.755 -2.313  -0.152
H 0.204 4.184 -0.813  -0.147
S 0.594 -1.891 0.811  0.417
C 0.487 -1.073 2.320  -0.936
N -0.638 -1.271 3.108  -0.032
C -1.038 -0.342 4.044  -0.156
C -0.282 0.793 4.227  -0.171
C 0.936 0.951 3.542  -0.206
C 1.403 -0.083 2.727  -0.316
H -1.245 -2.059 2.878  0.119
H -1.936 -0.601 4.602  0.101
H -0.609 1.533 4.952  0.088
H 1.549 1.838 3.700  0.049
H 2.423 -0.143 2.350  0.094

Atoms 1-2, force components in eV/Å:
0.0879 -0.7264 0.3804
0.3126 -0.1450 0.6394

=====

The following is a DFT calculation (ωB97M-V/def2-TZVPD) of a structure of composition C7H11F3N3.

Results
LUMO level (eV): -3.4
Gap between HOMO and LUMO (eV): 6.75
Net charge: +1
Relative energy (zero: lowest compared OMol25 entry of this formula, charge and spin) (kJ/mol): 307.7

Each line ends with the Löwdin charge.
Element x y z (Å)
C 0.175 1.067 -0.411  -0.094
C 0.736 0.547 0.799  -0.077
C 0.221 -1.083 -1.645  -0.116
C -0.159 0.267 -1.496  -0.262
C 1.530 -0.810 0.354  -0.206
C -0.809 0.844 1.986  0.046
C -1.906 -0.074 1.662  -0.739
N 1.069 -1.458 -0.715  0.079
N 2.520 -1.189 1.222  0.142
N -0.983 0.712 -2.692  0.214
F -2.493 0.314 0.557  0.150
F -2.854 -0.295 2.629  0.115
F -1.434 -1.275 1.459  0.153
H 0.088 2.186 -0.476  0.139
H 1.373 1.216 1.329  0.099
H 0.124 -1.759 -2.472  0.122
H -1.093 1.876 1.800  0.098
H -0.459 0.806 3.101  0.143
H 1.630 -2.249 -0.917  0.166
H 3.188 -1.885 1.029  0.088
H 3.027 -0.318 1.597  0.157
H -2.034 0.276 -2.689  0.255
H -0.427 0.517 -3.490  0.136
H -1.031 1.766 -2.522  0.190

Atoms 1-2, force components in eV/Å:
-0.0024 1.6282 -3.1017
-1.5581 -1.9416 0.4007

=====

Computed values of max |F| (unit: eV/A) for the preceding records, in sequence: 0.7 2.6 5.1.